## P
This record from the Open Molecules 2025 dataset describes 3 unconnected molecules or ions with the total composition C3H14N2O3. The level of theory is ωB97M-V with the def2-TZVPD basis set.

Structure (XYZ):
```
22
Properties=species:S:1:pos:R:3:lowdin_charge:R:1
H 1.58 -2.75 0.18 0.060
H 0.19 -1.73 1.77 0.104
C 1.34 1.14 0.17 -0.213
C 0.60 0.30 1.17 -0.389
O 1.30 2.53 0.56 -0.082
N -0.88 0.34 1.06 0.043
C 1.01 -1.15 1.36 -0.229
H 1.12 1.14 -0.89 0.108
N 1.36 -1.77 0.07 0.002
H -0.77 0.10 -2.58 0.060
H -3.73 -0.67 -0.53 0.041
O -3.17 -0.19 -1.14 -0.070
H -1.20 -0.28 0.33 0.031
H 0.65 -1.70 -0.65 0.030
H -2.38 -0.68 -1.40 -0.017
H -1.21 1.25 0.74 0.073
H -0.73 -1.32 -3.23 0.064
H 1.01 2.58 1.48 0.071
H 2.39 0.85 0.16 0.113
H 1.90 -1.19 1.97 0.112
O -0.66 -0.84 -2.40 -0.044
H 0.69 0.73 2.17 0.130
```

Highest occupied orbital energy in hartree: -0.33195
Kohn-Sham gap in eV: 9.408
Multiplicity: 1

## Q
This record from the Open Molecules 2025 dataset describes 4 unconnected molecules or ions with the total composition C3H14N2O3. The level of theory is ωB97M-V with the def2-TZVPD basis set.

Structure (XYZ):
```
22
Properties=species:S:1:pos:R:3:lowdin_charge:R:1
H 0.00 -3.62 -0.55 0.129
H 1.01 0.79 1.84 -0.008
O 1.59 0.00 2.17 -0.130
H -1.36 2.94 -0.29 0.089
H -0.44 1.86 -2.18 0.127
N -0.41 2.57 -0.26 0.089
H 0.90 -2.16 -0.83 0.085
H -0.86 1.55 2.67 0.059
C 1.02 0.64 -0.99 -0.089
H -1.88 -2.37 -1.49 0.049
O -0.19 -2.22 0.97 -0.096
H -0.97 0.64 -0.99 0.091
H 1.12 0.13 -0.01 0.052
H 0.83 -0.48 2.47 -0.013
H -1.03 -1.59 0.82 0.132
N -0.97 -1.95 -1.38 0.158
H 0.97 -0.18 -1.71 0.056
C -0.06 -2.53 -0.51 -0.359
H 1.84 1.37 -1.19 0.091
O -0.48 1.09 1.86 -0.252
H -0.36 2.08 0.77 0.048
C -0.28 1.45 -1.17 -0.310
```

Highest occupied orbital energy in hartree: -0.31699
Kohn-Sham gap in eV: 3.580
Multiplicity: 1

The structure with the least stability is Q.

## P
This record from the Open Molecules 2025 dataset describes 3 unconnected molecules or ions with the total composition C3H14N2O3. The level of theory is ωB97M-V with the def2-TZVPD basis set.

Structure (XYZ):
```
22
Properties=species:S:1:pos:R:3:lowdin_charge:R:1
O -0.22 0.60 2.01 -0.120
H 0.52 -1.10 0.24 0.038
H -1.15 2.35 1.17 0.132
C -1.47 -1.76 -0.31 -0.310
H 3.16 -0.13 1.37 0.047
H -0.29 -1.57 1.48 0.050
C -0.66 1.38 0.84 -0.228
H -0.98 0.09 2.29 0.059
H 2.41 0.81 -1.97 -0.027
H -1.71 1.48 -1.11 0.126
O 1.59 0.75 -2.37 -0.041
H -0.57 -0.43 -1.65 0.111
H 2.11 0.94 0.86 0.035
H 1.86 0.15 -3.11 0.073
H -2.42 -1.98 0.27 0.114
H -2.58 0.53 0.49 0.146
H -1.61 -2.64 -1.04 0.108
H 0.33 1.56 0.62 0.054
O 2.93 0.44 0.61 -0.077
C -1.64 0.79 -0.21 -0.155
N -1.42 -0.52 -1.02 -0.121
N -0.13 -1.88 0.47 -0.016
```

Highest occupied orbital energy in hartree: -0.30603
Kohn-Sham gap in eV: 8.976
Multiplicity: 1

## Q
This record from the Open Molecules 2025 dataset describes 4 unconnected molecules or ions with the total composition C3H14N2O3. The level of theory is ωB97M-V with the def2-TZVPD basis set.

Structure (XYZ):
```
22
Properties=species:S:1:pos:R:3:lowdin_charge:R:1
H 2.09 -0.99 1.18 -0.012
C -0.98 1.47 -0.06 -0.142
H -3.09 -0.37 -1.73 0.091
N 0.41 1.63 0.38 -0.005
O 1.43 -0.19 -1.44 -0.088
H -0.30 -0.74 0.84 0.043
H 1.73 -1.41 2.59 0.074
H 2.84 -1.28 -0.76 -0.044
C -1.67 0.26 -0.20 -0.410
C -3.07 0.17 -0.75 -0.071
H -1.50 2.41 -0.07 0.084
H -3.73 -0.36 -0.05 0.074
N -0.97 -0.95 0.07 0.039
H 0.69 1.18 1.25 0.053
H 0.53 -0.58 -1.64 0.060
O 1.42 -0.85 1.85 -0.078
H 0.54 2.66 0.49 0.097
O 3.39 -1.33 -0.04 -0.031
H 1.14 0.69 -1.24 -0.008
H -1.68 -1.59 0.61 0.136
H 4.21 -0.98 -0.41 0.075
H -3.44 1.18 -0.88 0.065
```

Highest occupied orbital energy in hartree: -0.27813
Kohn-Sham gap in eV: 8.416
Multiplicity: 1

## R
This record from the Open Molecules 2025 dataset describes 4 unconnected molecules or ions with the total composition C3H14N2O3. The level of theory is ωB97M-V with the def2-TZVPD basis set.

Structure (XYZ):
```
22
Properties=species:S:1:pos:R:3:lowdin_charge:R:1
H 1.52 0.45 -0.27 0.112
H -3.67 -3.35 3.33 0.058
H 0.89 0.47 -6.13 0.033
H 0.42 3.96 -1.25 0.105
H -2.13 -6.65 1.51 0.031
H 1.77 2.32 2.23 0.061
O -4.34 -3.98 2.98 -0.073
N 0.54 2.26 -0.32 -0.001
H -5.05 -4.08 3.64 0.049
N 2.07 3.99 0.19 0.061
O 1.81 0.60 -5.86 -0.063
H 2.04 0.48 2.25 0.068
C 1.90 1.39 1.68 -0.112
H 2.98 3.53 0.19 0.080
C 1.06 1.17 0.43 -0.318
C 1.03 3.41 -0.53 -0.287
O -3.07 -6.61 1.29 -0.057
H -3.41 -6.05 1.99 -0.007
H 1.88 1.48 -5.50 0.030
H 2.29 4.94 -0.09 0.077
H 0.19 0.54 0.69 0.097
H 2.90 1.70 1.27 0.056
```

Highest occupied orbital energy in hartree: -0.33346
Kohn-Sham gap in eV: 9.721
Multiplicity: 1

The structure with the least stability is P.

## P
This record from the Open Molecules 2025 dataset describes a gas-phase ion, C2H8N3O2 (charge +1). The level of theory is ωB97M-V with the def2-TZVPD basis set.

Structure (XYZ):
```
15
Properties=species:S:1:pos:R:3:lowdin_charge:R:1
H -3.32 0.49 0.41 0.103
N 2.85 0.18 0.53 0.216
N 0.73 0.83 -0.13 0.039
H -1.01 1.45 -0.74 0.129
H 0.80 1.77 0.48 0.256
H -2.89 -1.27 0.69 0.057
N -0.47 0.60 -0.77 0.064
O 1.53 -1.36 -0.34 0.169
C 1.68 -0.10 0.00 -0.455
H 3.47 -0.73 0.38 0.221
H -3.19 -0.68 -0.85 0.111
C -2.70 -0.41 0.15 -0.074
O -1.23 -0.40 0.25 -0.184
H 0.57 -1.52 -0.67 0.190
H 3.20 1.15 0.62 0.158
```

Highest occupied orbital energy in hartree: -0.52114
Kohn-Sham gap in eV: 10.548
Total charge: +1
Multiplicity: 1

## Q
This record from the Open Molecules 2025 dataset describes 2 unconnected molecules or ions with the total composition C2H8N3O2. The level of theory is ωB97M-V with the def2-TZVPD basis set.

Structure (XYZ):
```
15
Properties=species:S:1:pos:R:3:lowdin_charge:R:1
H -0.73 -1.30 0.84 0.054
N -1.63 1.10 2.09 0.164
H 2.03 -2.20 -0.90 0.198
H -1.69 2.05 2.26 0.072
C 0.76 -0.60 -1.70 -0.177
H -1.50 1.51 -0.97 0.102
N 1.69 -1.18 -0.98 0.187
O -1.37 1.74 -0.04 0.038
H -1.62 0.54 2.99 0.157
C -1.31 0.66 0.83 -0.522
H 0.06 -1.34 -2.10 0.174
H 2.48 -0.76 -0.50 0.138
H 1.33 1.34 -1.55 0.157
O 0.71 0.69 -1.86 0.160
N -0.97 -0.48 0.30 0.095
```

Highest occupied orbital energy in hartree: -0.48091
Kohn-Sham gap in eV: 9.143
Total charge: +1
Multiplicity: 1

## R
This record from the Open Molecules 2025 dataset describes 2 unconnected molecules or ions with the total composition C2H8N3O2. The level of theory is ωB97M-V with the def2-TZVPD basis set.

Structure (XYZ):
```
15
Properties=species:S:1:pos:R:3:lowdin_charge:R:1
H 1.14 -1.71 0.73 0.138
C -1.35 -0.79 -0.10 -0.072
H 0.18 1.67 1.04 0.101
O -2.67 1.20 -0.07 0.144
N -2.61 -0.15 0.00 -0.238
H -1.67 1.47 -0.16 0.048
N -0.28 -0.13 0.43 -0.245
C 1.06 -0.61 0.50 -0.029
H 1.58 -0.05 1.18 0.063
O -3.59 -0.76 0.21 0.261
H 0.24 1.52 -0.66 0.182
H 1.54 -0.48 -0.48 0.108
H -1.40 -1.91 -0.27 0.177
H -1.12 -0.40 -1.84 0.241
N -0.30 1.33 0.28 0.121
```

Highest occupied orbital energy (alpha / beta) in hartree: -0.51760 / -0.51757
Kohn-Sham gap (alpha / beta) in eV: 7.449 / 7.448
Total charge: +1
Multiplicity: 1

## S
This record from the Open Molecules 2025 dataset describes 2 unconnected molecules or ions with the total composition C2H8N3O2. The level of theory is ωB97M-V with the def2-TZVPD basis set.

Structure (XYZ):
```
15
Properties=species:S:1:pos:R:3:lowdin_charge:R:1
H 3.02 -0.99 -0.13 0.094
O -3.28 0.23 0.06 0.019
H 3.27 0.68 0.65 0.075
H 2.63 0.51 -1.03 0.108
C 2.65 0.04 0.03 -0.016
H -2.91 0.59 0.87 0.102
H 1.25 0.70 1.61 0.148
H 0.75 -0.70 0.72 0.082
N -2.07 -0.09 -0.66 -0.194
C 1.17 0.23 0.64 -0.153
N -0.61 1.26 -0.75 0.337
H -2.47 -0.23 -1.63 0.188
O -1.51 -1.24 -0.13 -0.033
N 0.33 0.95 -0.21 0.074
H -2.23 -1.94 -0.04 0.169
```

Highest occupied orbital energy in hartree: -0.53715
Kohn-Sham gap in eV: 9.855
Total charge: +1
Multiplicity: 1

The structure with the least stability is R.

## P
This record from the Open Molecules 2025 dataset describes a single C3H6IN3 molecule. The level of theory is ωB97M-V with the def2-TZVPD basis set.

Structure (XYZ):
```
13
Properties=species:S:1:pos:R:3:lowdin_charge:R:1
H 0.30 1.76 1.54 0.016
H -1.91 0.04 0.50 0.054
N 2.26 -0.78 -0.47 0.013
N 0.13 -0.47 -0.04 -0.194
C -0.26 -0.83 -1.43 -0.059
H 0.28 -0.27 -2.14 0.051
C -0.95 0.29 0.83 -0.158
H -1.31 -0.38 -1.54 0.093
N 1.42 -0.41 0.35 -0.107
I -2.23 2.50 2.42 0.798
C -0.70 1.39 1.55 -0.661
H -0.28 -1.93 -1.43 0.088
H 3.25 -0.93 -0.14 0.065
```

Highest occupied orbital energy in hartree: -0.31815
Kohn-Sham gap in eV: 9.105
Multiplicity: 1

## Q
This record from the Open Molecules 2025 dataset describes a molecular structure, C3H6IN3. The level of theory is ωB97M-V with the def2-TZVPD basis set.

Structure (XYZ):
```
13
Properties=species:S:1:pos:R:3:lowdin_charge:R:1
H -2.31 1.95 -2.05 0.000
C 1.70 -1.15 0.81 0.006
H -0.66 -0.36 0.13 0.120
N -0.35 1.67 0.40 -0.210
H -1.86 0.43 -1.56 0.039
N -2.38 1.33 -1.25 -0.035
N -1.21 2.31 -0.30 -0.554
H 1.96 0.91 1.43 0.110
I -2.34 3.38 1.06 0.723
H 0.73 -1.75 0.60 0.087
C 1.39 0.12 0.96 -0.165
H 2.57 -1.73 0.97 0.047
C 0.07 0.44 0.45 -0.169
```

Highest occupied orbital energy in hartree: -0.30065
Kohn-Sham gap in eV: 7.540
Multiplicity: 1

## R
This record from the Open Molecules 2025 dataset describes a single C3H6IN3 molecule. The level of theory is ωB97M-V with the def2-TZVPD basis set.

Structure (XYZ):
```
13
Properties=species:S:1:pos:R:3:lowdin_charge:R:1
C 3.53 -0.55 0.03 -0.630
H 2.85 1.27 -0.06 0.090
H -2.72 0.12 -0.54 0.080
C -0.72 -0.85 -0.18 -0.226
I 5.52 0.08 0.13 0.789
N 2.54 0.33 -0.06 -0.154
H -1.71 0.90 0.84 0.097
H 3.25 -1.58 0.11 0.027
H -1.06 0.99 -0.84 0.038
N 1.21 0.42 -0.15 -0.051
N 0.57 -0.78 -0.16 -0.046
C -1.67 0.36 -0.19 -0.108
H -1.18 -1.85 -0.26 0.092
```

Highest occupied orbital energy in hartree: -0.27848
Kohn-Sham gap in eV: 7.712
Multiplicity: 1

The structure with the least stability is Q.